1.
17
Properties=species:S:1:pos:R:3:forces:R:3 method="wB97M-V/def2-TZVPD" total_energy_ha=-400.996857 e_above_lowest_ev=4.8954 orbital_gap_ev=8.988 fmax_ev_per_a=3.5 e_homo_ev=-8.141 total_charge=0 smiles="C=CN(O)C(=C)OC" molar_mass_g_mol=115.132 spin_multiplicity=1
C -1.159487 -2.060988 1.040412 0.672 0.264 -0.609
C -0.876781 -0.873004 0.481549 -1.013 0.038 1.470
N 0.051452 0.067578 0.966129 -0.782 -0.436 0.025
O 0.676729 -0.229087 2.180734 -0.432 -0.058 0.250
C 0.747347 0.860243 0.102647 1.052 -1.485 -2.964
C 1.304484 2.051196 0.292280 -0.347 -0.040 -0.136
O 0.995617 0.071037 -1.159175 -0.014 1.872 2.324
C 0.039724 0.184305 -2.193285 0.050 -0.007 -0.677
H -0.426095 -2.591333 1.637178 -0.207 0.218 0.301
H -2.075175 -2.578631 0.781875 0.192 0.051 -0.165
H -1.631446 -0.397121 -0.139601 0.288 -0.095 -0.302
H -0.083738 -0.208031 2.795186 0.545 0.014 -0.060
H 2.037486 2.445564 -0.401391 -0.265 -0.122 -0.047
H 1.006811 2.670609 1.129746 0.210 -0.276 0.133
H -0.711762 0.973328 -2.074249 0.212 -0.010 0.311
H -0.471735 -0.775716 -2.312736 -0.072 0.074 0.030
H 0.576569 0.390050 -3.127300 -0.087 -0.002 0.117

=====

2.
117
Properties=species:S:1:pos:R:3:forces:R:3 method="wB97M-V/def2-TZVPD" total_energy_ha=-15823.751185 orbital_gap_ev="2.666 / 6.491" fmax_ev_per_a=6.9 e_homo_ev="-6.093 / -9.918" total_charge=0 molar_mass_g_mol=1465.272 spin_multiplicity=2
C 0.706751 0.254897 -4.084014 1.214 0.987 1.287
C 0.893401 -0.463223 -2.729694 -1.908 -2.133 -3.060
O 0.545751 -1.632403 -2.648514 1.338 2.561 1.712
N 1.439491 0.367197 -1.577384 0.037 -2.180 0.521
H 2.104731 1.020367 -1.965874 0.616 0.784 -0.307
H 0.683221 0.875637 -1.141894 -0.772 0.854 -0.116
C 2.017191 -0.453023 -0.429874 -0.618 0.374 -1.030
H -0.299429 0.663727 -4.176504 -0.234 -0.295 0.123
H 0.999231 -0.362873 -4.933084 -0.339 -0.384 0.420
H 1.373941 1.116747 -4.097274 -0.163 0.045 -0.122
H 2.099421 0.266387 0.384866 0.244 -0.270 0.073
H 2.951731 -0.905333 -0.761754 -0.090 0.264 0.155
H 1.254621 -1.209253 -0.243554 0.163 0.065 0.229
C 2.118221 -0.545543 3.813516 0.724 -0.851 0.667
C 2.917491 -1.453383 2.916286 4.337 3.466 -3.233
O 3.968111 -1.052683 2.302816 -5.348 -3.328 2.874
N 2.358691 -2.897063 2.732686 1.815 0.021 1.957
H 1.356601 -2.812263 2.639266 -1.040 0.124 0.476
H 2.655331 -3.363593 1.887426 0.588 0.269 -0.595
C 2.930391 -3.776043 3.922566 -0.132 0.116 -0.570
H 1.592541 -1.146963 4.555176 -0.481 0.210 -0.138
H 1.469841 0.158707 3.292226 -0.247 -0.317 -0.384
H 2.824771 0.083307 4.355226 0.235 -0.052 -0.119
H 4.017571 -3.720453 3.867226 -0.124 0.165 -0.329
H 2.642321 -4.821873 3.815996 -0.246 0.244 -0.366
H 2.652991 -3.459493 4.928016 -0.478 0.522 -0.455
C 6.547171 -0.008103 0.286766 0.038 0.751 -0.013
N 6.386531 0.902017 1.452676 0.729 -0.554 0.216
C 5.940301 2.160957 1.289276 -0.595 1.007 1.704
C 5.604401 2.933207 2.422356 0.982 -1.129 -1.141
C 5.774961 2.408477 3.744436 -1.283 1.108 0.811
C 6.328671 1.110747 3.867046 0.292 0.109 -1.764
C 6.681781 0.441777 2.691406 -1.171 -0.242 1.320
C 5.247371 3.138627 4.937916 0.745 -0.569 -1.359
C 5.860331 3.048157 6.222576 -1.680 2.150 1.945
C 5.274261 3.816957 7.275596 0.232 -1.897 -2.022
N 4.101641 4.520497 7.095176 -1.046 0.858 0.872
C 3.522351 4.727537 5.877286 2.877 -2.636 -2.949
C 4.140481 4.032087 4.814156 -1.171 1.675 0.803
C 3.396901 5.045117 8.268146 0.335 0.829 -0.415
H 5.568011 -0.301433 -0.091804 0.044 -0.048 0.138
H 7.147211 -0.869863 0.579046 -0.125 0.146 -0.044
H 7.040321 0.552987 -0.507014 0.042 -0.151 -0.019
H 5.853671 2.490807 0.264536 -0.257 0.219 0.022
H 5.294261 3.949677 2.229936 -0.260 -0.070 0.133
H 6.341971 0.631997 4.835056 0.450 -0.149 -0.078
H 7.004211 -0.588953 2.696536 0.175 0.022 0.187
H 6.806861 2.558577 6.398056 -0.084 -0.159 0.051
H 5.575471 3.755127 8.310896 0.344 0.106 -0.093
H 2.689911 5.373027 5.638946 -0.020 0.062 0.754
H 3.728351 4.282127 3.847706 -0.016 -0.397 -0.237
H 2.530571 5.653707 8.008936 -0.437 -0.830 -0.609
H 3.971361 5.885557 8.657706 0.623 -0.684 0.999
H 3.121571 4.202547 8.902476 0.148 0.535 0.459
C -12.262579 -2.562683 -1.509774 -1.519 -0.166 -1.407
N -10.911199 -2.561093 -2.033564 0.593 0.345 -0.198
C -10.354129 -1.434823 -2.508414 2.146 -1.176 -0.045
C -8.942009 -1.443023 -2.754114 -2.827 1.107 0.862
C -8.176279 -2.522113 -2.367664 0.576 -1.086 -0.415
C -8.810029 -3.702563 -1.908974 -1.307 0.920 -0.900
C -10.202029 -3.699343 -1.888834 1.335 0.187 1.849
C -6.688929 -2.503273 -2.517664 0.047 0.856 0.813
C -6.064289 -3.169883 -3.568564 -0.963 0.291 0.156
C -4.709989 -3.053613 -3.709044 -0.074 0.804 0.546
N -4.039599 -2.316953 -2.783254 1.326 -1.101 -0.548
C -4.581499 -1.749103 -1.716434 0.198 1.106 -1.021
C -5.939849 -1.746723 -1.616164 -0.931 -0.334 0.319
C -2.569039 -2.401133 -2.860784 1.200 -0.592 -0.172
H -12.351129 -2.297623 -0.456204 0.296 -0.145 -0.162
H -12.688259 -3.530303 -1.775534 0.011 -0.140 0.683
H -12.859769 -1.907043 -2.143494 0.056 0.431 0.366
H -10.990799 -0.574063 -2.650384 0.049 0.010 0.022
H -8.602909 -0.460063 -3.045984 0.785 -0.253 -0.330
H -8.292979 -4.585653 -1.563724 0.210 0.055 -0.231
H -10.737149 -4.490463 -1.384694 -0.115 -0.257 -0.424
H -6.718169 -3.649913 -4.281594 0.438 -0.341 -0.237
H -4.150249 -3.467593 -4.534704 0.334 -0.029 -0.055
H -3.931549 -1.112653 -1.134294 0.149 -0.151 0.340
H -6.357319 -1.150373 -0.818364 -0.322 -0.126 0.011
H -2.014409 -1.835243 -2.112274 -0.710 0.245 0.133
H -2.159759 -2.129553 -3.833844 -0.403 0.048 -0.159
H -2.364849 -3.460243 -2.703674 0.316 0.048 -0.119
As -1.481669 -0.494353 1.983396 -2.082 2.671 -1.045
F -1.253479 -0.200573 0.221466 -0.190 -0.495 1.429
F -0.612769 1.083497 2.263566 -0.813 -2.388 0.092
F -1.605539 -0.824213 3.746756 0.293 0.154 -1.959
F -2.391849 -2.004563 1.554896 1.226 1.348 0.725
F 0.095021 -1.340193 1.915516 -0.332 -0.378 0.450
F -3.070919 0.433367 1.939536 2.264 -1.612 0.282
As -0.987599 -3.875453 -6.457924 1.226 -0.402 -0.581
F -2.656389 -3.181133 -6.537154 1.313 -0.414 0.301
F -1.576119 -5.347613 -7.304724 0.404 1.395 0.825
F 0.661071 -4.579353 -6.352944 -1.732 0.588 0.152
F -0.376879 -2.399983 -5.573804 -1.138 -1.727 -0.879
F -1.450899 -4.678833 -4.889004 0.294 0.997 -1.155
F -0.525179 -3.164723 -8.035874 -0.812 -0.474 1.690
As 4.652061 1.134857 -3.663764 -0.067 0.700 -1.844
F 3.091901 2.009767 -3.316034 1.540 -0.706 -0.040
F 3.726261 0.029477 -4.732174 0.666 0.915 1.148
F 6.114881 0.228327 -4.015404 -0.642 0.444 0.707
F 5.493771 2.247057 -2.526534 -0.701 -1.202 -1.070
F 4.289391 0.053527 -2.306544 0.061 0.316 -0.092
F 5.021201 2.141747 -5.089634 -0.568 -0.568 1.723
As -2.901999 2.498327 -2.649294 -0.055 1.533 -1.314
F -2.285629 1.929397 -4.246284 -0.652 0.182 1.374
F -4.627169 2.212427 -3.186564 1.598 0.186 0.504
F -3.557549 3.115557 -1.081474 1.034 -1.082 -1.787
F -1.175469 2.778517 -2.168874 -2.132 -0.791 -0.093
F -2.949759 4.150437 -3.382134 -0.146 -1.765 1.120
F -2.905859 0.760807 -2.156264 0.184 1.128 0.218
As 2.271701 4.018737 0.810116 -1.772 1.025 -1.734
F 2.362701 3.094167 2.377996 -0.146 -0.040 -1.749
F 0.922111 4.958237 1.527706 1.513 -0.976 -0.806
F 2.306211 5.018397 -0.705204 -0.412 -0.860 2.100
F 3.600241 3.150567 0.025946 -0.752 -0.468 0.968
F 1.037181 2.912047 -0.008014 1.838 0.815 1.438
F 3.461921 5.063427 1.560996 -0.206 0.073 -0.117